{
  "formula": "C6H15NOP",
  "method": "wB97M-V/def2-TZVPD",
  "elements": ["C", "C", "C", "C", "C", "C", "N", "O", "P", "H", "H", "H", "H", "H", "H", "H", "H", "H", "H", "H", "H", "H", "H", "H"],
  "positions_angstrom": [[-0.5598, -0.9203, -0.8792], [0.6781, -1.5303, -0.3016], [2.0989, 0.3400, -0.4892], [1.1479, 1.6352, -0.4120], [-1.5529, -0.2750, 0.1167], [-1.7433, -0.8427, 1.4492], [0.4492, 1.3870, 0.8804], [1.6053, -0.7396, 0.3052], [-2.7624, 0.8895, -0.4345], [-0.4120, -0.2031, -1.6411], [-1.0371, -1.7742, -1.4126], [0.3827, -2.2371, 0.3631], [1.2570, -2.0741, -1.0826], [2.0851, -0.0039, -1.6165], [3.0677, 0.5985, -0.1659], [1.8309, 2.4179, -0.2128], [-2.8646, -0.7949, 1.7650], [-1.1240, -0.2675, 2.0469], [-1.4236, -1.8625, 1.6008], [-0.5905, 1.0256, 0.4411], [0.5054, 2.1984, 1.5363], [0.8950, 0.5362, 1.3116], [-2.4893, 0.8440, -1.8053], [0.5562, 1.6527, -1.3631]],
  "multiplicity": 3,
  "fmax_ev_per_a": 3.88,
  "gap_ha": [0.2949, 0.2620],
  "total_charge": 1,
  "s_squared": 2.006
}